[1]
Below is a cluster of 2 separate species, C4H11PS in total at a distorted geometry, with properties calculated with ωB97M-V/def2-TZVPD.

Last column: Löwdin charge in e.
CARTESIAN COORDINATES (ANGSTROEM)
C -1.720 1.202 -1.664  -0.11
C -0.938 0.275 -0.718  -0.38
C 0.487 0.304 -1.034  -0.05
C 1.605 -0.178 1.760  -0.88
P 1.978 -1.707 0.936  0.69
S 0.084 0.252 2.459  0.69
H -1.613 0.845 -2.687  0.07
H -1.325 2.216 -1.611  0.07
H -2.776 1.218 -1.405  0.07
H -1.327 -0.743 -0.783  0.10
H -1.099 0.628 0.321  0.03
H 0.986 1.254 -1.125  0.06
H 0.987 -0.553 -1.449  0.02
H 2.222 0.682 1.566  -0.02
H 0.680 -2.227 0.869  -0.12
H 2.227 -2.494 2.080  -0.12
H -0.456 -0.973 2.486  -0.13

Output
E_HOMO (spin up / spin down) (eV): -7.879 / -7.442
Gap between HOMO and LUMO (spin up / spin down) (eV): 7.805 / 7.855
LUMO level (spin up / spin down) (eV): -0.074 / 0.413

---

[2]
Below is the molecule C4H11PS at a distorted geometry, with properties calculated with ωB97M-V/def2-TZVPD.

Last column: Löwdin charge in e.
CARTESIAN COORDINATES (ANGSTROEM)
C 0.265 0.228 -2.202  -0.30
C 1.603 -0.945 0.189  -0.23
C -1.305 -1.133 -0.110  -0.21
C 0.067 1.385 0.921  -0.58
P 0.176 -0.062 -0.500  0.70
S -0.718 0.789 2.531  0.64
H -0.693 0.509 -2.682  -0.03
H 1.062 0.808 -2.659  -0.04
H 1.551 -0.785 1.262  0.03
H 1.444 -1.950 -0.129  0.03
H 2.578 -0.583 -0.143  0.06
H -0.949 -1.947 0.629  0.08
H -1.998 -0.476 0.327  -0.01
H -1.573 -1.745 -0.995  0.06
H -0.620 2.046 0.414  0.00
H 1.051 1.840 1.276  0.05
H -0.709 1.921 3.007  -0.25

Output
E_HOMO (eV): -7.453
Gap between HOMO and LUMO (eV): 8.184
LUMO level (eV): 0.732

---

[3]
Below is a cluster of 2 separate species, C4H11S in total at a distorted geometry, with properties calculated with ωB97M-V/def2-TZVPD.

Last column: Löwdin charge in e.
CARTESIAN COORDINATES (ANGSTROEM)
C 1.605 2.916 1.092  -0.17
C 1.007 1.652 1.931  -0.16
H 0.804 3.635 0.967  0.05
H 2.333 3.269 1.811  0.03
H 2.151 2.646 0.172  0.06
H 0.262 1.211 1.219  0.06
H 0.659 2.060 2.954  0.07
H 1.844 0.942 2.174  0.05
C -1.569 -3.035 -1.651  -0.31
C -0.992 -1.670 -1.309  -0.87
S -2.113 -0.354 -1.986  0.00
H -0.850 -3.876 -1.408  0.05
H -2.661 -3.370 -1.337  0.08
H -1.763 -2.863 -2.691  -0.01
H -0.703 -1.750 -0.183  0.05
H -0.012 -1.410 -1.753  0.01

Output
E_HOMO (eV): -2.211
Gap between HOMO and LUMO (eV): 5.794
LUMO level (eV): 3.582
Total charge: -1

---

[4]
Below is a cluster of 2 separate species, C4H11S in total, with properties calculated with ωB97M-V/def2-TZVPD.

Last column: Löwdin charge in e.
CARTESIAN COORDINATES (ANGSTROEM)
C 1.289 -2.407 -1.587  -0.09
H 1.481 -2.327 -2.656  0.01
H 2.224 -2.516 -1.031  0.00
H 0.670 -3.280 -1.387  0.01
H 0.757 -1.499 -1.275  -0.07
C 0.191 2.112 0.515  -0.18
C -0.877 1.321 1.253  -0.38
C -1.088 -0.106 0.673  -0.78
S -1.464 -0.146 -1.104  0.15
H 1.211 1.862 0.819  0.06
H 0.058 3.183 0.731  0.05
H 0.096 2.008 -0.563  0.01
H -0.605 1.247 2.316  0.08
H -1.851 1.814 1.203  0.08
H -1.913 -0.579 1.214  0.02
H -0.177 -0.686 0.879  0.03

Output
E_HOMO (eV): -2.245
Gap between HOMO and LUMO (eV): 6.445
LUMO level (eV): 4.200
Total charge: -1

---

[5]
Below is a cluster of 2 separate species, C4H11S in total at a distorted geometry, with properties calculated with ωB97M-V/def2-TZVPD.

Last column: Löwdin charge in e.
CARTESIAN COORDINATES (ANGSTROEM)
C -1.774 -0.408 2.572  -0.09
H -2.827 -0.679 2.484  0.00
H -1.265 -1.239 3.067  0.00
H -1.714 0.496 3.177  0.01
H -1.358 -0.208 1.577  -0.08
C 0.669 -0.905 -1.891  -0.17
C 1.354 0.420 -1.483  -0.38
C 0.688 1.069 -0.259  -0.78
S -1.095 1.400 -0.408  0.16
H 0.964 -1.692 -1.189  0.05
H 0.888 -1.198 -2.917  0.05
H -0.397 -0.722 -1.705  0.00
H 2.408 0.196 -1.266  0.08
H 1.321 1.098 -2.342  0.08
H 1.252 1.976 -0.009  0.03
H 0.886 0.395 0.593  0.03

Output
E_HOMO (eV): -2.295
Gap between HOMO and LUMO (eV): 6.494
LUMO level (eV): 4.199
Total charge: -1

---

[6]
Below is a cluster of 2 separate species, C4H12 in total at a distorted geometry, with properties calculated with ωB97M-V/def2-TZVPD.

Last column: Löwdin spin population.
CARTESIAN COORDINATES (ANGSTROEM)
C -1.706 -1.761 -0.792  0.18
C -2.311 -0.830 0.298  0.18
H -0.743 -1.361 -1.121  0.03
H -1.270 -2.565 -0.168  0.03
H -2.406 -2.266 -1.441  0.02
H -3.307 -1.122 0.611  0.02
H -2.461 0.142 -0.194  0.04
H -1.633 -0.646 1.128  0.03
C 1.965 1.205 0.950  0.16
C 1.986 1.419 -0.558  0.15
H 1.730 2.096 1.543  0.02
H 1.139 0.534 1.201  0.04
H 2.913 0.811 1.322  0.02
H 2.568 2.309 -0.808  0.01
H 0.992 1.466 -0.997  0.04
H 2.545 0.570 -0.973  0.03

Output
E_HOMO (spin up / spin down) (eV): 1.518 / -7.328
Gap between HOMO and LUMO (spin up / spin down) (eV): 2.936 / 11.823
Spin multiplicity: 2
LUMO level (spin up / spin down) (eV): 4.455 / 4.495
Total charge: -1

---

Q: Which ΔE to the lowest compared entry with this formula, charge and spin values were calculated for the entries above? A: 90.53 52.98 40.96 11.01 11.74 11.24, in kcal per mole.
Q: Which electronic energy values were calculated for the entries above? A: -24446.44524 -24448.07363 -15161.02705 -15162.32587 -15162.29400 -4340.54900, in eV.